Record 1
Molecular formula: CN2O3S
Method: DFT, ωB97M-V/def2-TZVPD

Geometry (Å):
C: 0.9798 0.7421 0.1261
N: -0.6094 -0.9525 -0.0525
N: -0.1384 0.9739 -0.1972
O: -1.7912 -0.9918 0.1976
O: 0.2631 -1.6779 -0.1481
O: -1.1697 1.6047 0.0089
S: 2.4658 0.3014 0.0652

Properties
* highest occupied orbital energy (spin up / spin down): -9.25 / -9.27 eV
* LUMO energy (spin up / spin down): -2.4 / -2.3 eV
* E_tot: -771.25245 a.u.
* multiplicity: 1
* charge: 0

Record 2
Molecular formula: C28H28AlN2Si
Method: DFT, ωB97M-V/def2-TZVPD

Geometry (Å):
C: 0.6373 1.8278 1.0100
C: 1.1424 1.8956 -0.3190
C: -0.0025 2.0079 -1.2182
H: 2.1745 2.0527 -0.6240
C: -1.1926 1.8586 -0.3855
C: -0.7673 1.7757 0.9680
H: -1.4194 1.7707 1.8314
H: 1.2537 1.8985 1.9041
H: 0.0238 2.3373 -2.2490
H: -2.2035 2.0343 -0.7371
Al: -0.0721 -0.0029 -0.6507
C: -1.0898 -3.8985 -3.0827
H: -1.7206 -3.0645 -3.4385
H: -1.2522 -4.0271 -2.0022
H: -0.0325 -3.6389 -3.2127
Si: 0.3811 -0.1183 -4.0078
C: 1.7001 -0.6219 -5.3000
C: 2.7142 0.2015 -5.8424
H: 2.8272 1.2368 -5.5177
C: 3.5811 -0.2903 -6.8439
H: 4.3691 0.3483 -7.2593
C: 3.4400 -1.5995 -7.3247
H: 4.1201 -1.9875 -8.0889
C: 2.4031 -2.3921 -6.8178
H: 2.2592 -3.3976 -7.2105
C: 1.5402 -1.9107 -5.8267
H: 0.7098 -2.5321 -5.4908
C: -0.9507 0.4489 -5.2763
C: -0.7736 0.6500 -6.6639
H: 0.1963 0.4836 -7.1302
C: -1.8393 1.0449 -7.4936
H: -1.6905 1.1533 -8.5635
C: -3.1099 1.2915 -6.9578
H: -3.9360 1.6269 -7.5925
C: -3.2967 1.0997 -5.5835
H: -4.2954 1.2416 -5.1563
C: -2.2356 0.7197 -4.7411
H: -2.4100 0.6197 -3.6658
H: 0.9969 1.2180 -3.9512
H: -1.3627 -4.7899 -3.5778
C: -3.5588 -1.6179 1.3050
C: -3.0007 -2.3506 2.3606
C: -1.6222 -2.5071 2.3980
C: -0.8433 -1.8443 1.4516
N: -1.3921 -1.0911 0.4477
C: -2.7461 -1.0165 0.3555
C: 0.5984 -1.8512 1.4431
C: 1.3859 -2.5272 2.3751
C: 2.7637 -2.4251 2.2725
C: 3.3144 -1.7515 1.1743
C: 2.4912 -1.1350 0.2414
N: 1.1507 -1.1230 0.4229
H: -4.6338 -1.4927 1.2131
H: -3.6220 -2.7800 3.1484
H: -1.1163 -3.0986 3.1649
H: -3.1372 -0.4601 -0.5054
H: 0.8861 -3.0945 3.1654
H: 3.4036 -2.8639 3.0380
H: 4.3896 -1.6890 1.0173
H: 2.8458 -0.6551 -0.6733

Properties
* highest occupied orbital energy: -9.72 eV
* LUMO energy: -4.8 eV
* E_tot: -1724.95954 a.u.
* multiplicity: 1
* charge: +1

Record 3
Molecular formula: C4H13N3O
Method: DFT, ωB97M-V/def2-TZVPD

Geometry (Å):
C: -0.8167 0.6571 2.0166
O: 0.4595 0.4816 1.5047
C: -1.8589 1.2191 1.0607
N: -1.8984 0.4239 -0.2038
H: -1.2242 -0.3012 2.3579
H: -0.7765 1.3804 2.8424
H: -2.8691 1.1833 1.4828
H: -1.6694 2.2455 0.7386
H: -1.7553 -0.5609 -0.0145
H: -2.7544 0.5433 -0.7238
C: 1.3070 -0.3138 -1.4870
C: 1.9197 -1.2065 -0.7160
N: 2.4355 -2.4281 -1.2015
N: 0.6244 0.8332 -0.9630
H: 1.2623 -0.4686 -2.5623
H: 2.0442 -1.0960 0.3535
H: 2.1485 -3.1741 -0.5834
H: 2.1432 -2.6456 -2.1441
H: -0.4200 0.8275 -0.9859
H: 1.0584 1.7269 -1.1589
H: 0.6401 0.6731 0.3871

Properties
* highest occupied orbital energy: -8.35 eV
* LUMO energy: 1.0 eV
* E_tot: -399.65172 a.u.
* multiplicity: 1
* charge: 0